# 1
{"formula": "C23H27N5O2", "method": "ωB97M-V with the def2-TZVPD basis set", "species": ["C", "C", "C", "N", "C", "O", "C", "N", "C", "C", "N", "C", "C", "C", "C", "C", "C", "C", "C", "C", "O", "N", "C", "C", "C", "C", "C", "C", "N", "C", "H", "H", "H", "H", "H", "H", "H", "H", "H", "H", "H", "H", "H", "H", "H", "H", "H", "H", "H", "H", "H", "H", "H", "H", "H", "H", "H"], "xyz": [[2.02, 2.60, 3.73], [2.16, 1.35, 2.93], [1.25, 0.65, 2.20], [-0.09, 0.82, 1.86], [-0.90, 1.89, 1.90], [-0.64, 2.98, 2.36], [-2.28, 1.56, 1.32], [-2.20, 0.53, 0.31], [-1.66, 1.05, -0.94], [-1.95, 0.10, -2.09], [-3.38, 0.03, -2.31], [-3.92, -0.24, -3.54], [-5.27, 0.04, -3.82], [-5.81, -0.23, -5.06], [-5.03, -0.76, -6.07], [-3.70, -1.03, -5.82], [-3.15, -0.78, -4.58], [-4.20, 0.20, -1.14], [-3.41, -0.24, 0.10], [1.90, -0.55, 1.69], [1.43, -1.42, 0.98], [3.19, -0.48, 2.17], [4.28, -1.23, 1.69], [4.12, -2.60, 1.50], [5.18, -3.34, 1.01], [6.39, -2.74, 0.72], [6.54, -1.37, 0.90], [5.49, -0.61, 1.37], [3.38, 0.71, 2.86], [4.26, 0.68, 4.02], [1.08, 3.08, 3.47], [2.85, 3.27, 3.51], [2.02, 2.38, 4.79], [-0.46, 0.02, 1.35], [-2.89, 1.21, 2.16], [-2.73, 2.51, 0.96], [-2.09, 2.04, -1.18], [-0.58, 1.17, -0.83], [-1.52, -0.89, -1.87], [-1.48, 0.49, -2.99], [-5.90, 0.48, -3.06], [-6.85, -0.01, -5.24], [-5.46, -0.97, -7.04], [-3.08, -1.46, -6.59], [-2.11, -1.03, -4.40], [-5.10, -0.41, -1.22], [-4.51, 1.25, -1.01], [-4.05, -0.19, 0.98], [-3.12, -1.29, -0.04], [3.17, -3.06, 1.72], [5.06, -4.41, 0.86], [7.22, -3.33, 0.35], [7.48, -0.89, 0.66], [5.59, 0.46, 1.48], [5.13, 0.07, 3.79], [3.76, 0.26, 4.90], [4.59, 1.69, 4.24]], "mulliken_charge": [-1.61, 0.05, 0.35, -0.22, 0.68, -0.72, -0.92, 0.24, -0.79, -1.15, 0.36, 0.93, -0.50, -0.63, -0.50, -0.65, -0.48, -0.78, -1.28, 0.74, -0.75, 0.29, 0.18, -0.32, -0.70, -0.42, -0.68, -0.01, -0.07, -1.21, 0.39, 0.42, 0.33, 0.26, 0.45, 0.32, 0.35, 0.38, 0.30, 0.69, 0.35, 0.36, 0.37, 0.36, 0.36, 0.70, 0.29, 0.44, 0.27, 0.41, 0.37, 0.39, 0.38, 0.49, 0.48, 0.33, 0.35], "smiles": "Cc1c(NC(=O)CN2CCN(c3ccccc3)CC2)c(=O)n(-c2ccccc2)n1C", "e_above_lowest_kcal_mol": 66.9, "orbital_gap_ha": 0.301, "lumo_ev": 0.672, "e_tot_ha": -1316.896381}

***

# 2
{"formula": "C9H25BBrIN2OTa", "method": "ωB97M-V with the def2-TZVPD basis set", "species": ["C", "C", "B", "O", "Ta", "N", "C", "N", "C", "C", "C", "Br", "C", "C", "C", "I", "H", "H", "H", "H", "H", "H", "H", "H", "H", "H", "H", "H", "H", "H", "H", "H", "H", "H", "H", "H", "H", "H", "H", "H", "H"], "xyz": [[0.57, -2.76, 2.70], [0.40, -3.40, 1.32], [-0.16, -2.48, 0.15], [-0.52, -3.19, -1.02], [-0.46, -0.14, 0.13], [-1.43, -0.06, 2.04], [-2.49, -0.60, -0.92], [-3.03, 0.55, -1.68], [0.38, -0.07, -2.03], [1.89, 0.13, -2.11], [2.31, 1.26, -3.00], [2.74, -1.53, -2.84], [-0.58, 2.18, 0.08], [-0.28, 2.96, 1.35], [0.84, 2.46, 2.21], [0.32, 5.04, 0.78], [0.99, -1.76, 2.65], [-0.38, -2.73, 3.23], [1.24, -3.36, 3.31], [1.34, -3.87, 1.00], [-0.31, -4.22, 1.42], [0.28, -3.62, -1.36], [1.28, -0.14, 0.80], [-1.82, -0.97, 2.26], [-2.18, 0.63, 2.03], [-2.34, -1.42, -1.61], [-3.18, -0.94, -0.16], [-2.28, 1.11, -2.07], [-3.54, 1.15, -1.04], [-0.08, 0.73, -2.62], [0.10, -0.99, -2.54], [2.32, 0.26, -1.13], [2.15, 2.21, -2.51], [3.37, 1.19, -3.22], [1.76, 1.25, -3.93], [0.10, 2.55, -0.69], [-1.56, 2.51, -0.25], [-1.17, 3.13, 1.93], [1.19, 3.21, 2.90], [1.69, 2.15, 1.62], [0.53, 1.60, 2.79]], "mulliken_charge": [-1.04, -0.54, 0.04, -0.54, 1.12, -0.86, -1.04, -0.69, -1.44, 0.43, -1.51, -0.28, -1.00, -0.22, -1.20, -0.17, 0.20, 0.25, 0.37, 0.35, 0.24, 0.24, -0.22, 0.24, 0.24, 0.35, 0.48, 0.29, 0.28, 0.41, 0.75, 0.30, 0.31, 0.46, 0.40, 0.31, 0.27, 0.42, 0.46, 0.29, 0.29], "total_charge": -1, "orbital_gap_ha": 0.249, "lumo_ev": 2.568, "e_tot_ha": -3496.170594}

***

# 3
{"formula": "C32H36BCl2N12SSiSn", "method": "ωB97M-V with the def2-TZVPD basis set", "species": ["Sn", "C", "C", "N", "N", "C", "B", "N", "C", "C", "C", "N", "N", "C", "C", "C", "N", "N", "C", "C", "C", "N", "H", "H", "H", "H", "H", "H", "H", "H", "H", "H", "H", "H", "Cl", "C", "C", "C", "C", "C", "Cl", "C", "S", "H", "H", "H", "C", "C", "C", "C", "C", "C", "N", "N", "Si", "C", "C", "C", "H", "H", "H", "H", "H", "H", "H", "H", "H", "H", "H", "H", "H", "H", "H", "N", "C", "C", "C", "N", "C", "C", "H", "H", "H", "H", "H", "H"], "xyz": [[0.29, 0.13, -0.15], [0.81, -4.84, -0.12], [1.50, -3.68, 0.26], [0.69, -2.79, 0.81], [-0.54, -3.37, 0.82], [-0.49, -4.60, 0.27], [-1.67, -2.63, 1.56], [-1.02, -1.76, 2.66], [-0.52, -2.22, 3.82], [0.18, -1.21, 4.43], [0.07, -0.14, 3.53], [-0.64, -0.47, 2.46], [-2.52, -1.79, 0.56], [-3.86, -1.70, 0.53], [-4.21, -0.87, -0.52], [-2.99, -0.49, -1.08], [-1.97, -1.04, -0.42], [-2.65, -3.58, 2.26], [-3.44, -3.27, 3.32], [-4.29, -4.33, 3.55], [-3.94, -5.26, 2.55], [-2.98, -4.80, 1.78], [1.20, -5.73, -0.59], [2.55, -3.44, 0.14], [-1.37, -5.21, 0.22], [-0.70, -3.24, 4.13], [0.70, -1.24, 5.37], [0.50, 0.85, 3.62], [-4.47, -2.25, 1.21], [-5.20, -0.60, -0.83], [-2.81, 0.15, -1.93], [-3.35, -2.33, 3.83], [-5.04, -4.42, 4.32], [-4.36, -6.24, 2.37], [2.95, 0.54, 1.54], [3.36, 2.23, 1.50], [4.18, 2.68, 2.52], [4.56, 4.01, 2.55], [4.13, 4.87, 1.56], [3.31, 4.41, 0.55], [2.84, 5.55, -0.66], [2.87, 3.07, 0.48], [1.81, 2.55, -0.80], [4.51, 1.98, 3.27], [5.20, 4.37, 3.35], [4.43, 5.91, 1.57], [0.25, -0.09, -4.32], [-0.56, 0.99, -3.67], [-1.44, 1.76, -4.42], [-2.19, 2.74, -3.78], [-2.01, 2.96, -2.43], [-1.10, 2.16, -1.73], [-0.41, 1.18, -2.35], [-0.88, 2.22, -0.40], [-1.36, 3.55, 0.64], [-0.48, 3.28, 2.26], [-0.92, 5.21, -0.09], [-3.22, 3.45, 0.92], [0.27, 0.05, -5.40], [-0.18, -1.07, -4.11], [1.27, -0.08, -3.94], [-1.54, 1.57, -5.48], [-2.90, 3.33, -4.34], [-2.59, 3.71, -1.91], [0.56, 3.62, 2.22], [-0.49, 2.21, 2.48], [-0.97, 3.80, 3.08], [0.09, 5.19, -0.49], [-0.97, 5.99, 0.67], [-1.59, 5.50, -0.90], [-3.46, 3.52, 1.98], [-3.62, 2.50, 0.55], [-3.75, 4.26, 0.41], [4.92, -3.31, -3.91], [4.04, -2.51, -3.24], [2.70, -2.89, -3.06], [1.87, -2.07, -2.35], [2.24, -0.90, -1.82], [3.52, -0.54, -1.99], [4.44, -1.30, -2.68], [4.58, -4.09, -4.44], [5.82, -2.95, -4.17], [2.34, -3.83, -3.45], [0.84, -2.36, -2.18], [3.80, 0.41, -1.55], [5.46, -0.95, -2.78]], "mulliken_charge": [1.31, -1.06, -0.57, -0.39, 0.98, -0.39, 0.20, 0.94, -0.33, -1.41, -0.22, -0.47, 0.48, -0.09, -1.63, -0.16, -0.02, 0.57, -0.38, -0.94, -0.31, -1.12, 0.44, 0.46, 0.58, 0.54, 0.41, 0.40, 0.41, 0.46, 0.34, 0.49, 0.43, 0.44, -0.05, 0.66, -0.84, -0.41, -0.73, 0.38, -0.19, -0.34, 0.04, 0.44, 0.38, 0.45, -1.38, 0.31, -0.84, -0.88, -0.92, 0.65, 0.44, 0.44, -0.18, -0.24, -0.82, -1.14, 0.53, 0.16, 0.13, 0.45, 0.43, 0.42, 0.20, -0.44, 0.51, 0.07, 0.39, 0.33, 0.41, 0.27, 0.34, -0.48, 0.80, -1.07, -0.57, 1.24, -0.73, -0.96, 0.21, 0.20, 0.35, 0.61, 0.22, 0.33], "e_above_lowest_kcal_mol": 15.3, "orbital_gap_ha": [0.301, 0.196], "spin_multiplicity": 2, "s_squared": 0.77, "lumo_ev": [0.539, -2.202], "e_tot_ha": -3745.479969}

***

# 4
{"formula": "C4H12NPS", "method": "ωB97M-V with the def2-TZVPD basis set", "species": ["C", "C", "C", "C", "N", "P", "S", "H", "H", "H", "H", "H", "H", "H", "H", "H", "H", "H", "H"], "xyz": [[1.88, -0.20, -0.58], [0.23, -0.32, 1.15], [-0.69, 3.23, 0.66], [-0.96, -2.69, -0.54], [0.69, -0.61, -0.19], [-0.66, -1.07, -1.42], [0.35, -1.58, -3.03], [2.29, -0.47, -1.56], [2.53, 0.43, 0.03], [-0.17, 2.35, 0.34], [-0.02, -1.25, 1.52], [0.92, 0.28, 1.58], [-0.81, 0.17, 1.24], [-1.18, 3.38, -0.28], [-1.44, 3.23, 1.38], [-0.07, 4.13, 0.82], [0.02, -3.03, -0.25], [-1.54, -2.63, 0.34], [-1.35, -3.34, -1.23]], "mulliken_charge": [-0.62, -1.18, -0.91, -1.06, 0.16, 0.24, -0.25, 0.19, 0.27, 0.04, 0.41, 0.45, 0.29, 0.31, 0.30, 0.28, 0.35, 0.32, 0.42], "e_above_lowest_kcal_mol": 6.8, "orbital_gap_ha": [0.239, 0.260], "spin_multiplicity": 3, "s_squared": 2.01, "lumo_ev": [0.950, -2.506], "e_tot_ha": -953.758821}

***

# 5
{"formula": "C38H21BaF4N13O8P2", "method": "ωB97M-V with the def2-TZVPD basis set", "species": ["Ba", "O", "P", "O", "O", "O", "P", "O", "O", "O", "H", "H", "C", "O", "C", "C", "C", "C", "C", "C", "C", "N", "C", "C", "N", "C", "C", "C", "C", "N", "C", "C", "N", "C", "C", "C", "C", "H", "H", "H", "H", "H", "H", "H", "H", "H", "H", "H", "H", "H", "H", "N", "C", "N", "C", "N", "C", "C", "N", "C", "C", "N", "H", "H", "H", "H", "H", "F", "C", "C", "F", "C", "C", "C", "F", "C", "C", "C", "N", "C", "N", "F", "C", "C", "N", "C", "N"], "xyz": [[-14.05, -21.90, 6.86], [-12.04, -25.73, 4.73], [-12.19, -24.25, 5.31], [-13.51, -23.62, 4.81], [-12.11, -24.04, 6.81], [-11.01, -23.41, 4.53], [-10.15, -22.17, 4.82], [-9.02, -22.54, 5.95], [-9.56, -21.72, 3.61], [-11.14, -21.18, 5.67], [-11.64, -26.44, 5.29], [-8.16, -22.62, 5.47], [-26.49, -25.05, 12.86], [-25.35, -25.87, 12.95], [-24.20, -25.31, 12.43], [-24.12, -24.32, 11.43], [-22.90, -23.96, 10.92], [-21.73, -24.63, 11.31], [-21.80, -25.60, 12.25], [-23.00, -25.93, 12.82], [-20.54, -24.37, 10.54], [-20.47, -23.59, 9.46], [-19.19, -23.57, 9.08], [-18.41, -24.32, 10.01], [-19.24, -24.75, 10.98], [-16.99, -24.23, 10.05], [-16.14, -24.75, 11.04], [-14.77, -24.68, 10.88], [-14.29, -23.83, 9.82], [-15.09, -23.33, 8.89], [-16.44, -23.42, 8.98], [-17.24, -22.85, 7.92], [-16.73, -21.97, 7.05], [-17.45, -21.43, 6.03], [-18.80, -21.75, 5.90], [-19.44, -22.40, 6.95], [-18.62, -22.98, 7.94], [-27.20, -25.59, 13.51], [-26.97, -24.97, 11.88], [-26.27, -24.07, 13.29], [-25.06, -23.92, 10.98], [-22.79, -23.22, 10.12], [-20.88, -26.21, 12.52], [-23.17, -26.71, 13.53], [-19.00, -25.38, 11.72], [-16.49, -25.25, 11.91], [-14.10, -25.19, 11.53], [-13.21, -23.75, 9.66], [-16.87, -20.84, 5.32], [-19.35, -21.33, 5.06], [-20.54, -22.48, 7.10], [-13.69, -20.13, 2.27], [-14.08, -21.19, 3.06], [-14.04, -20.79, 4.30], [-13.59, -19.50, 4.27], [-13.46, -19.03, 3.02], [-13.11, -18.79, 5.48], [-13.22, -17.34, 4.99], [-13.86, -16.48, 5.65], [-14.41, -16.74, 6.90], [-14.27, -18.01, 7.40], [-13.77, -19.04, 6.73], [-13.57, -20.14, 1.24], [-14.19, -22.24, 2.74], [-12.57, -17.03, 4.19], [-14.94, -15.94, 7.34], [-14.75, -18.30, 8.32], [-8.43, -19.05, 5.54], [-8.43, -18.54, 6.81], [-7.57, -17.52, 7.10], [-7.00, -16.89, 6.08], [-7.25, -17.10, 8.44], [-8.12, -17.65, 9.48], [-9.24, -18.37, 9.16], [-10.26, -18.52, 10.05], [-9.36, -18.94, 7.84], [-10.40, -19.86, 7.52], [-11.15, -20.68, 8.43], [-11.97, -21.24, 9.05], [-11.07, -19.93, 6.21], [-11.60, -18.90, 5.63], [-7.88, -17.31, 10.78], [-6.34, -15.95, 8.67], [-5.22, -15.94, 9.48], [-4.36, -15.87, 10.30], [-6.84, -14.72, 8.27], [-7.40, -13.77, 7.86]], "mulliken_charge": [1.89, -0.52, 0.75, -0.74, -0.63, -0.22, 0.80, -0.53, -0.78, 0.16, 0.36, 0.33, -0.86, -0.42, 0.64, -0.23, -0.72, 0.47, -0.41, -0.72, 0.25, -0.69, 0.58, 0.00, -0.05, 0.98, -0.66, -0.88, -0.44, -0.03, -0.75, 0.13, -0.41, -0.29, -0.86, -0.65, 0.98, 0.26, 0.30, 0.39, 0.25, 0.43, 0.12, 0.44, 0.27, 0.39, 0.45, 0.43, 0.48, 0.40, 0.47, 0.03, -0.46, 0.32, -0.65, -0.66, 1.47, -0.52, -0.60, -0.57, -0.40, -0.04, 0.23, 0.51, 0.48, 0.47, 0.45, -0.29, 0.09, 0.44, -0.30, 0.23, 0.40, 0.03, -0.29, 0.43, 1.10, -0.09, -0.63, -0.79, -0.27, -0.32, -0.16, 0.12, -0.46, 0.27, -0.47], "e_above_lowest_kcal_mol": 30.4, "orbital_gap_ha": [0.176, 0.182], "lumo_ev": [-1.992, -1.842], "e_tot_ha": -3882.252666}

***

# 6
{"formula": "C6H11N3", "method": "ωB97M-V with the def2-TZVPD basis set", "species": ["C", "C", "C", "N", "N", "C", "C", "C", "N", "H", "H", "H", "H", "H", "H", "H", "H", "H", "H", "H"], "xyz": [[-2.25, -0.15, 0.12], [-0.87, -0.08, -0.65], [-0.07, -1.34, -0.35], [0.86, -1.27, 0.69], [2.10, -0.86, 0.15], [2.15, 0.26, -0.46], [1.16, 1.38, -0.31], [0.30, 1.40, 0.94], [-0.28, 1.16, -0.35], [-2.80, 0.83, 0.09], [-2.09, -0.21, 1.22], [-2.87, -0.93, -0.28], [-1.05, -0.01, -1.74], [0.42, -1.49, -1.30], [-0.69, -2.28, -0.22], [1.12, -2.19, 1.07], [3.05, 0.51, -1.01], [1.43, 2.32, -0.69], [0.28, 0.59, 1.63], [0.10, 2.36, 1.43]], "mulliken_charge": [-1.43, 0.41, -0.91, -0.14, -0.70, -0.34, 0.03, -0.56, -0.34, 0.39, 0.31, 0.41, 0.30, 0.39, 0.44, 0.34, 0.38, 0.50, 0.29, 0.24], "smiles": "C[C@@H]1CNN=C[C@@H]2CN12", "e_above_lowest_kcal_mol": 78.7, "orbital_gap_ha": 0.359, "lumo_ev": 1.088, "e_tot_ha": -399.369809}